1.
DFT (ωB97M-V/def2-TZVPD) results for a molecular structure, C25H45F3IrP2.

ORCA input file:
```
! wB97M-V def2-TZVPD RIJCOSX def2/J DEFGRID3
* xyz 1 5
H 3.2902 -1.7669 0.1021
C 1.5006 0.4499 -2.6038
C 2.1843 -0.2256 -3.7655
H -2.8144 3.4799 0.9276
H -2.6807 1.3209 4.0282
H -1.9886 0.8581 -4.9119
H 2.4501 0.5144 -4.5355
C -2.2676 -0.6532 0.4694
H 2.5553 3.9687 1.0158
H 3.4859 0.4468 2.3565
H -1.4995 2.5395 3.5586
C -3.1135 -1.8115 -0.0175
H -2.0128 -1.0302 -3.3903
H -3.8580 1.5993 -0.8457
C -2.9157 1.1850 -1.2611
C -1.7022 0.8662 2.1783
C 0.4902 1.3147 -2.7524
H -1.8661 -2.6195 2.6018
H -1.1729 3.6531 1.5462
C 1.8951 3.2934 0.4369
H 0.9630 3.8451 0.2429
C 1.3352 -3.1543 2.1167
F 0.2249 -1.6359 3.7212
H -3.2745 -1.7090 3.1547
H 3.8663 0.9863 0.7158
H -0.5491 0.2114 -5.6313
H 3.1395 -0.6563 -3.4201
C -1.9472 -0.5393 1.8872
H 2.3946 3.1066 -0.5234
H 0.4658 3.3035 2.9424
H 0.5190 -3.1670 2.8245
H 0.3468 -4.4388 -0.1955
H 1.1911 1.9737 3.8461
H 2.9729 -3.4879 0.3553
H -1.7095 -1.4049 3.8653
C 0.8196 -0.5097 3.1962
C -0.2571 -3.5950 0.1855
F 2.1834 -0.8320 2.9809
H -0.1250 -2.5764 -3.2613
H -0.6944 2.5867 -4.0150
C -0.0986 1.6593 -4.0971
H 0.7067 1.8894 -4.8144
C -1.7745 3.1097 0.7972
C 0.0068 -1.5750 -3.6862
H -4.1707 -1.5721 0.2188
H -0.7676 -3.9651 1.0964
H 3.9276 2.1282 2.0773
P 0.8887 -2.1875 0.5864
C -1.7009 1.4608 3.5465
H 1.5456 -4.1885 1.8564
C 1.3303 2.6349 2.9933
H -2.4502 2.0275 -1.7987
H 1.1069 -1.0588 -5.4480
H -1.0471 -3.3842 -0.5410
H 2.2139 3.2445 3.2205
C 2.5606 -2.5684 -0.1063
H -2.9190 -2.7633 0.5099
H -0.9774 0.9929 4.2167
H -3.1079 -2.0475 -1.0973
F 0.8637 0.3431 4.2771
H 1.8688 -2.2899 -4.4808
P 1.6219 1.7432 1.3977
H 2.5423 -2.7599 -1.1873
C -2.1418 0.6593 -0.1082
Ir 0.0024 0.0160 0.9381
H -0.0471 1.8161 -1.9318
H 1.8945 0.0950 -1.6391
C 3.3777 1.2750 1.6541
H -1.4496 3.4868 -0.1921
C 1.3126 -1.3419 -4.4047
C -1.0297 -0.7281 -3.7730
C -2.2057 -1.6128 2.9114
C -0.9763 0.5035 -4.6588
C -1.7207 1.5889 0.9324
H 2.2191 -2.7466 2.5950
H -3.2302 0.4257 -1.9862
*
```

## Properties
Lowest unoccupied orbital energy (alpha / beta) (eV): -1.732 / -5.543
ΔE to the lowest compared entry with this formula, charge and spin (eV): 1.080
HOMO (alpha / beta) (eV): -8.9 / -11.4
⟨S²⟩: 6.016
M (g/mol): 656.79
DFT total energy (eV): -56211.8806
Orbital gap (alpha / beta) (eV): 7.21 / 5.88

=====

2.
DFT (ωB97M-V/def2-TZVPD) results for a molecular structure, C25H45MgN6O.

ORCA input file:
```
! wB97M-V def2-TZVPD RIJCOSX def2/J DEFGRID3
* xyz 0 2
H -0.7522 -1.6156 3.1815
C -0.7234 -4.3096 -2.0309
H -0.1190 -3.0594 2.4658
H 3.7816 -1.2569 0.3833
H 1.7133 -1.6535 3.7502
H 2.5969 -0.1399 -0.2822
H -1.3679 -1.5330 -5.8637
H -2.0824 4.2331 0.0852
H -3.5525 2.9652 1.6822
C -2.1508 -0.5630 -3.2791
H -2.3552 2.6241 -0.5854
H 1.9765 -4.7586 -1.4256
H -0.9979 -4.4230 4.3953
H -5.8455 2.5029 1.1005
C -5.1424 2.5242 0.2679
H -0.2951 3.2727 2.0575
C 0.6592 3.5014 1.5829
H 2.4371 -3.1199 -1.7671
C 2.4545 5.2447 0.8993
H 2.4496 0.8928 1.8440
H -2.2631 0.2167 -2.5257
C 1.0421 -2.3626 4.2349
N -4.4658 0.0411 -0.4755
C 0.3497 -3.3588 -1.6886
H 1.2955 -5.1162 -3.8184
C -0.5801 -1.3231 -5.1403
C 1.7279 -3.8987 -2.0476
C -3.9861 3.4053 0.7842
H 0.1468 -2.4356 -2.2314
C 3.9479 0.0093 2.9977
H 4.1396 -0.4984 -1.1289
H -0.6420 0.7695 0.7033
H 0.3730 5.5209 0.9860
C -0.3053 -2.5792 3.4264
H 1.4394 2.9468 2.1041
H 3.2261 4.8406 1.5546
H -2.2627 -3.5298 3.6267
C 3.5234 1.0306 1.9707
C -1.7459 -2.8180 5.4753
H -3.2279 3.9386 -1.1839
N 2.8997 4.2038 -1.4453
H 2.9245 -4.6648 -3.7557
H 0.6764 3.1307 0.5580
C -0.4976 -0.2068 0.2406
C -1.3448 -3.4079 4.2017
H 3.6599 2.0245 2.3970
H -1.3179 0.7273 -4.7939
H 5.2858 0.7878 0.8044
C 1.9316 -4.2845 -3.5157
C 1.0970 4.9769 1.5927
H -0.4154 -2.1917 -4.5027
H 0.1626 -0.0219 -0.6067
C 3.6651 -0.3213 -0.1637
H 1.7345 -3.4558 -4.1958
H -4.3265 4.3734 1.1517
H 1.0475 5.4603 2.5684
H -5.5490 3.0308 -0.6074
H 0.2221 -3.1447 -0.6275
N -4.3905 -1.1819 -4.5493
H -1.8999 -1.4625 -2.7170
C -3.4202 -0.9290 -3.9748
N -1.5714 -5.0411 -2.3297
C -2.8503 3.5336 -0.2451
H 0.3330 -0.9481 -5.6025
N 4.3258 -0.7069 3.8205
Mg -3.3938 -1.7137 0.3638
N -2.0240 -2.3907 6.5036
C -4.8050 1.1417 -0.1719
H 1.5137 -3.3258 4.4295
H 2.6570 6.3135 0.8301
H 4.0542 1.7272 -0.0492
H 0.9321 -1.8854 5.2086
H -0.1362 0.0539 -3.6423
C 4.2192 0.8615 0.5922
C -1.0107 -0.1683 -4.2539
H 0.1843 -0.7628 0.8840
C 2.6849 4.6598 -0.4150
O -1.6744 -0.9183 -0.0665
*
```

## Properties
Lowest unoccupied orbital energy (alpha / beta) (eV): 0.052 / -0.678
HOMO (alpha / beta) (eV): -6.1 / -9.2
⟨S²⟩: 0.751
M (g/mol): 469.98
DFT total energy (eV): -43085.2134
Orbital gap (alpha / beta) (eV): 6.17 / 8.47

=====

3.
DFT (ωB97M-V/def2-TZVPD) results for a molecular structure, C25H45N2OP3SeTl.

ORCA input file:
```
! wB97M-V def2-TZVPD RIJCOSX def2/J DEFGRID3
* xyz 3 1
H 3.1689 2.5198 -0.1669
C 3.4424 0.0565 1.5528
P 1.9678 1.1497 1.4577
H -3.3241 1.2740 -2.1143
H 0.7472 3.6373 -2.1234
H -0.5923 -3.6144 -1.2091
O -2.2989 0.3342 -6.1113
H 2.6252 2.1512 3.5844
C -1.8349 -3.2154 -6.4422
H 1.6808 -2.9670 -1.6475
H -4.2100 -0.4937 -7.9453
C 0.0485 -3.4929 0.8368
H 3.1432 -0.9106 1.9868
H -3.9174 1.6988 4.2759
H 3.4380 0.0973 -3.4985
C 0.7220 -0.7873 -3.7046
C 2.7610 2.6851 0.8415
C -0.1372 3.2806 -2.6723
C -0.0428 -1.7057 6.3687
C -3.8370 -2.6293 -7.6875
C -0.7944 -0.9267 5.4865
C -0.7963 -0.2106 8.1560
H -0.8154 0.0330 9.2170
H -3.1817 2.1329 5.8512
C -0.0650 -1.3341 7.7240
H -0.2264 -3.2362 1.8886
H -2.5560 4.2592 -1.2231
C -0.8161 -3.3206 -0.1712
H -3.2442 -4.6662 -7.2256
H -2.1630 1.0903 -3.4621
C 2.9567 0.5024 -2.5943
H 0.8476 2.1463 3.3614
C 1.7667 1.5717 3.2281
P -1.1995 2.2856 -1.5571
H -2.7659 3.0754 0.1094
C -2.0438 3.5538 -0.5590
N -1.0953 -1.0741 4.1243
C -2.9971 -3.6056 -7.1228
H -3.0064 0.9148 -6.4517
C -2.5379 1.7761 -2.6920
H -4.7098 -2.9388 -8.2693
H -1.3148 4.0970 0.0501
H -1.8179 -2.8507 -0.0103
H -1.1549 -3.9610 -6.0258
H 0.3500 0.1743 -4.0862
H -2.0814 1.4990 7.5343
C -3.5718 -1.2667 -7.5067
H 0.1967 2.6745 -3.5260
H 2.5871 1.5162 -2.8060
H -0.6191 -1.5220 -5.7965
H 1.4203 -1.2233 -4.4347
H 4.2100 0.5233 2.1897
P 1.5663 -0.5778 -2.0968
H 0.4823 -1.9138 8.4630
H 2.8647 -2.4645 -2.8995
C -1.9072 -0.0388 3.6765
C -2.9827 1.8994 4.8077
H 0.5206 -2.5571 5.9805
H 3.5692 2.9827 1.5275
C 2.4008 -2.1931 -1.9408
H -2.9605 2.6677 -3.1717
H 1.6691 0.6644 3.8279
H -0.1397 -1.4582 -3.5917
Se -2.5788 0.3002 2.0049
H -0.7827 -1.8350 3.5295
H 3.6985 0.5708 -1.7845
C -2.4627 -0.9156 -6.6975
H -0.7023 4.1491 -3.0389
H 2.0077 3.4865 0.7923
C -1.5320 -1.8670 -6.2843
C -1.5116 0.6033 7.2469
N -2.1558 0.7153 4.7942
Tl -0.3914 0.2695 -0.1617
H 3.8522 -0.1205 0.5459
H 3.1729 -2.1377 -1.1634
H -2.4623 2.7476 4.3504
C -1.4794 0.2029 5.9084
H 1.0965 -3.7916 0.6653
*
```

## Properties
Lowest unoccupied orbital energy (eV): -11.462
ΔE to the lowest compared entry with this formula, charge and spin (eV): 0.000
HOMO (eV): -13.9
M (g/mol): 765.91
DFT total energy (eV): -129563.3543
Orbital gap (eV): 2.42